{
  "formula": "C52H93FNO26PS2",
  "method": "ωB97M-V with the def2-TZVPD basis set",
  "species": ["S", "S", "P", "F", "O", "O", "O", "O", "O", "O", "O", "O", "O", "O", "O", "O", "O", "O", "O", "O", "O", "O", "O", "O", "O", "O", "O", "O", "O", "O", "N", "C", "C", "C", "C", "C", "C", "C", "C", "C", "C", "C", "C", "C", "C", "C", "C", "C", "C", "C", "C", "C", "C", "C", "C", "C", "C", "C", "C", "C", "C", "C", "C", "C", "C", "C", "C", "C", "C", "C", "C", "C", "C", "C", "C", "C", "C", "C", "C", "C", "C", "C", "C", "H", "H", "H", "H", "H", "H", "H", "H", "H", "H", "H", "H", "H", "H", "H", "H", "H", "H", "H", "H", "H", "H", "H", "H", "H", "H", "H", "H", "H", "H", "H", "H", "H", "H", "H", "H", "H", "H", "H", "H", "H", "H", "H", "H", "H", "H", "H", "H", "H", "H", "H", "H", "H", "H", "H", "H", "H", "H", "H", "H", "H", "H", "H", "H", "H", "H", "H", "H", "H", "H", "H", "H", "H", "H", "H", "H", "H", "H", "H", "H", "H", "H", "H", "H", "H", "H", "H", "H", "H", "H", "H", "H", "H"],
  "coordinates": [[-0.902059, -2.888364, 1.780454], [-0.082434, -5.902656, -0.327314], [-2.228591, -3.879160, 0.776127], [-0.508493, -7.409633, -0.328071], [-11.369037, 3.428410, 1.468764], [-9.231896, 2.976841, 2.043938], [0.141706, 8.472265, 3.462426], [2.412864, -10.335283, 5.199564], [4.900351, 6.418365, -2.862713], [5.247608, 12.567020, 4.953110], [1.281115, 10.423353, 3.395651], [9.221878, 5.116258, -2.476970], [0.855242, 9.184226, 1.556286], [-3.831694, -1.713652, 3.824347], [0.832207, -5.742296, -1.397612], [-4.568544, -7.500834, 2.053273], [4.469138, 4.702291, -1.453381], [-2.875327, -7.097659, 0.597322], [0.685663, -8.978786, 4.658878], [0.454017, -5.614340, 0.950403], [-2.999630, -2.737968, -3.155773], [-4.358951, 0.297332, 3.252641], [9.511811, 5.149441, -4.715746], [6.070321, 10.730112, 5.984609], [7.187854, 12.691034, 5.887567], [11.231241, 4.999949, -3.253064], [4.899440, 4.256260, -3.518830], [-5.981019, -1.278556, 3.282336], [0.873812, -9.645185, 6.702054], [-9.726836, 4.983183, 1.424533], [-3.575582, -4.550376, -1.844303], [12.159714, 4.994806, -4.346268], [1.425391, -9.712805, 5.488481], [1.120786, -8.966014, 3.290786], [-4.223427, -3.047928, 4.139832], [-3.326936, -10.450139, -7.001303], [0.717049, -10.237351, 2.573785], [-2.396213, -12.149115, -8.635024], [-2.462812, -6.928541, 2.986361], [4.775270, 5.243763, -2.631439], [-3.045533, -8.893301, -4.962115], [0.058431, -2.078214, -2.913265], [9.946881, 5.091666, -3.594393], [-3.407738, -7.216621, 1.846740], [-1.208707, -3.979075, -1.890013], [7.821227, 5.294713, -2.700104], [4.214980, -1.796400, -4.250922], [3.194886, 0.086077, -2.552132], [-9.637926, 1.648005, 2.378999], [-2.778529, -5.656405, -1.370614], [-0.546700, -2.611576, -1.601844], [-2.655193, -3.618492, -2.404584], [-3.339975, -8.992682, -6.488480], [2.887717, 6.280662, -0.474354], [6.156530, 11.879694, 5.638948], [-10.674974, 5.973134, 1.000350], [0.888164, -0.802359, -2.659004], [-3.686847, -6.372968, -0.336291], [-5.327367, 1.281217, 2.860997], [-1.571323, -4.912559, -0.662651], [12.377122, 6.387931, -4.898405], [-2.335224, -10.701047, -8.133496], [8.211759, 12.104028, 6.691159], [-10.225280, 3.764427, 1.626342], [-0.030238, 8.621993, 4.880200], [-1.131038, 9.609286, 5.206236], [4.045856, 11.848569, 4.627109], [0.808939, 9.452753, 2.860970], [-6.155567, 1.746256, 4.039344], [4.253971, 5.635546, -0.383690], [4.522289, 0.078269, -2.852464], [1.522141, -10.455331, 7.683829], [-11.510470, 6.475948, 2.158688], [-2.999989, -6.631041, -3.791507], [5.138099, 4.693960, -4.861578], [-2.398868, -6.779994, -2.376168], [2.346681, -0.862182, -3.081206], [5.043715, -0.869808, -3.688245], [-4.837290, -0.930019, 3.434052], [1.477530, 10.201994, 0.769034], [3.114222, 11.751848, 5.814174], [2.875939, -1.780935, -3.941520], [-3.896292, -7.833619, -4.226412], [-2.608630, -8.380820, -7.016943], [0.907333, -0.657861, -1.573689], [8.548088, 11.158651, 6.270508], [-1.857581, -12.245318, -9.579754], [-2.981647, -4.658255, 1.667970], [2.588757, -10.244993, 7.724484], [-4.731416, -7.473378, -4.822685], [-2.573141, -7.652029, 3.789415], [-4.783328, -3.500102, 3.320788], [-0.791345, -4.543947, -2.723047], [-3.568795, -5.713578, -3.947018], [5.356012, 3.806388, -5.449132], [0.401397, 0.088833, -3.056530], [-2.679415, -5.953309, 3.427356], [1.075473, -10.210018, 8.643472], [7.443333, 4.557308, -3.402024], [-1.310737, 9.639033, 6.280746], [-4.321776, -10.686643, -7.387257], [2.704390, 6.913626, 0.394417], [5.988443, 5.369890, -4.913498], [-3.125771, -2.944647, 0.218392], [11.462440, 6.779951, -5.342116], [0.913887, 8.904460, 5.346594], [2.244575, -2.535887, -4.391579], [7.623644, 6.302689, -3.060376], [-12.157541, 7.291787, 1.836842], [-0.719952, -1.848270, -3.639968], [-4.345910, -8.599702, -6.638763], [-12.135628, 5.681029, 2.564221], [-3.092283, -11.165372, -6.209976], [-3.424410, -12.461144, -8.824158], [0.229454, -2.690564, -0.845162], [1.582269, 9.811985, -0.239745], [-3.249877, -9.875251, -4.528536], [-0.355996, -10.408939, 2.676850], [-1.922151, -12.839765, -7.935249], [2.175046, 11.288083, 5.518327], [-1.320643, -6.889023, -2.493146], [-10.086947, 6.790138, 0.585767], [-2.055174, 9.330788, 4.698057], [5.049238, 6.381424, -0.367571], [-2.530502, -10.069653, -9.005443], [-3.317090, -3.626650, 4.304602], [-1.974393, -8.724105, -4.837438], [-0.868161, 10.613378, 4.873900], [12.670533, 7.072018, -4.100950], [7.322619, 5.158648, -1.743666], [1.225152, -11.103491, 2.996904], [13.153759, 6.378733, -5.663155], [-8.735507, 1.072332, 2.569164], [6.098385, -0.916667, -3.925885], [-1.424491, -6.874912, 2.655761], [3.567241, 12.411730, 3.828445], [-10.868053, 6.828465, 2.966851], [2.801943, 6.894812, -1.370829], [2.796683, 0.834972, -1.877918], [4.246632, 5.175371, -5.260917], [2.910823, 12.742992, 6.223488], [4.330560, 5.058591, 0.536209], [1.352788, -11.510114, 7.471291], [-10.244079, 1.658871, 3.283953], [-4.759351, 2.116296, 2.455491], [-2.174799, -6.593149, -4.505378], [-6.820843, 2.557814, 3.742435], [-6.762759, 0.933183, 4.438085], [9.044366, 12.802130, 6.704920], [-10.187033, 1.181558, 1.563963], [-2.729094, -7.739689, -1.984121], [-4.372014, -7.067523, -0.822660], [-4.262497, -8.283136, -3.300118], [5.173050, 0.827373, -2.420322], [0.967856, -10.174290, 1.514885], [-4.818080, -3.059377, 5.052146], [-5.954530, 0.893839, 2.057548], [2.466295, 10.447692, 1.151527], [0.631405, -8.112785, 2.823783], [0.851809, 11.092953, 0.740193], [2.195539, -8.797874, 3.231037], [-0.295433, 7.634640, 5.253549], [7.852713, 11.957973, 7.709162], [-1.309071, -10.475360, -7.828218], [0.638620, -2.899744, -3.334122], [4.290921, 10.864094, 4.229415], [-1.344401, -1.930300, -1.303317], [3.556569, 11.157503, 6.614326], [11.826604, 4.303959, -5.120778], [-11.298124, 5.578818, 0.197785], [2.108215, 5.519810, -0.530817], [-4.300143, -4.195151, -1.242370], [13.093249, 4.606855, -3.942238], [-4.324208, -5.679987, 0.224640], [4.586536, -2.554073, -4.927081], [-5.510899, 2.091761, 4.848567]],
  "forces_ev_per_a": [[-0.10, -0.08, 0.10], [1.54, 0.85, 0.65], [1.78, 1.15, 1.15], [-0.16, 0.25, -0.05], [-0.03, -0.04, -0.03], [0.06, -0.05, -0.03], [0.09, -0.10, -0.02], [0.05, -0.01, 0.01], [0.07, 0.04, -0.01], [0.08, 0.03, -0.10], [0.08, 0.03, -0.02], [0.00, -0.05, 0.03], [0.07, -0.02, -0.03], [0.00, -0.07, -0.03], [-0.36, -0.35, -1.07], [0.94, 0.48, -0.75], [0.16, -0.07, 0.04], [0.11, 0.78, 0.35], [-0.02, 0.17, 0.02], [-0.79, -0.40, 0.82], [0.65, -0.43, 0.87], [0.07, -0.04, -0.11], [-0.02, -0.03, -0.04], [0.04, -0.05, 0.00], [0.04, 0.00, -0.02], [0.01, -0.11, 0.06], [0.04, 0.01, -0.03], [-0.02, -0.05, -0.09], [0.01, 0.03, 0.01], [0.10, -0.02, -0.09], [1.35, 0.00, -1.36], [0.34, 0.07, -0.33], [-0.10, 0.00, -0.02], [0.03, -0.08, -0.53], [0.07, -0.30, 0.05], [0.37, 0.39, -0.64], [-0.03, -0.22, 0.19], [0.33, 0.14, -0.11], [0.75, -0.06, -0.31], [-0.33, -0.11, -0.05], [-0.68, -0.40, -0.56], [-0.05, 0.34, 0.14], [0.05, 0.07, 0.07], [-1.29, -0.48, 1.12], [-1.98, 1.40, 0.38], [-0.13, 0.09, 0.11], [-0.03, -0.55, -0.39], [-0.47, 0.50, 0.51], [0.04, -0.32, 0.11], [-1.14, -1.54, 2.69], [0.14, -0.56, -1.34], [-0.97, -0.01, -0.33], [-0.06, -0.50, 0.97], [-0.11, 0.03, -0.28], [-0.10, 0.10, 0.01], [-0.30, 0.38, -0.07], [0.26, -0.74, 0.38], [-0.41, -0.32, 0.26], [-0.31, 0.41, -0.06], [-0.61, -0.57, -1.85], [-0.24, 0.16, 0.05], [0.01, -0.48, -0.47], [0.24, 0.00, 0.10], [0.05, 0.08, 0.07], [-0.15, 0.05, 0.47], [-0.02, 0.19, -0.23], [-0.48, -0.18, -0.09], [-0.17, -0.05, -0.03], [-0.06, -0.18, 0.22], [-0.15, 0.29, 0.38], [0.92, 0.93, 0.52], [0.05, -0.08, 0.25], [-0.01, -0.21, 0.21], [-0.40, -0.21, -0.65], [0.00, -0.05, -0.27], [0.24, 0.50, -1.17], [-1.02, 0.50, 0.33], [1.09, -0.36, -0.56], [0.05, 0.10, 0.12], [0.15, 0.14, -0.26], [0.12, 0.00, 0.36], [-0.62, -0.98, -0.63], [1.49, 0.30, 0.68], [-0.19, 0.05, -0.24], [-0.02, 0.17, -0.03], [-0.11, -0.04, 0.04], [0.02, -0.02, 0.01], [-0.27, -0.26, -0.66], [0.00, -0.05, -0.11], [-0.05, -0.18, -0.06], [-0.07, -0.15, -0.12], [-0.14, 0.10, 0.05], [0.60, -0.12, 0.37], [0.11, 0.07, 0.40], [-0.04, -0.10, 0.16], [0.02, -0.06, -0.21], [-0.24, 0.02, -0.15], [-0.12, 0.10, -0.10], [0.09, 0.00, -0.06], [0.01, -0.05, 0.00], [0.00, -0.18, 0.14], [0.00, -0.05, 0.03], [-0.07, 0.08, 0.05], [-0.21, -0.64, -0.30], [0.01, -0.08, -0.06], [0.04, 0.09, -0.14], [-0.04, 0.02, -0.02], [-0.01, -0.05, -0.10], [0.04, 0.02, -0.02], [-0.14, -0.21, 0.09], [0.14, 0.24, -0.24], [-0.04, 0.00, -0.10], [-0.14, 0.10, 0.14], [-0.01, -0.04, 0.11], [-0.08, 0.02, 0.10], [-0.12, -0.18, 0.07], [-0.01, 0.03, 0.02], [-0.02, 0.10, -0.09], [-0.20, -0.04, 0.08], [0.01, 0.04, -0.09], [0.00, 0.25, 0.12], [0.20, -0.13, 0.04], [-0.01, -0.10, 0.09], [0.00, -0.01, -0.18], [-0.17, 0.26, 0.22], [0.15, 0.25, -0.01], [-0.02, 0.10, 0.25], [0.07, -0.01, 0.06], [0.12, -0.06, 0.00], [0.22, -0.02, 0.10], [0.08, 0.05, -0.03], [0.02, -0.03, 0.03], [0.10, 0.17, -0.02], [0.07, 0.22, 0.11], [-0.03, -0.13, 0.01], [0.17, 0.14, 0.01], [0.03, 0.11, -0.08], [0.10, 0.05, 0.04], [0.01, 0.04, 0.03], [0.04, 0.10, 0.05], [-0.06, 0.03, -0.11], [0.05, -0.20, -0.14], [0.11, 0.00, -0.06], [-0.10, 0.01, -0.08], [0.21, -0.13, 0.04], [-0.01, 0.20, -0.03], [0.05, 0.02, -0.04], [-0.03, -0.01, -0.09], [-0.11, 0.12, -0.09], [-0.09, 0.11, 0.01], [0.05, 0.06, 0.26], [0.02, 0.11, -0.20], [-0.43, 0.03, -0.16], [0.01, 0.04, 0.04], [-0.02, 0.05, 0.00], [-0.12, -0.02, -0.09], [0.01, -0.15, 0.07], [-0.06, 0.04, 0.11], [-0.05, 0.10, 0.24], [0.05, 0.03, 0.11], [0.01, -0.08, 0.18], [0.03, -0.08, -0.23], [-0.02, -0.11, -0.03], [-0.06, 0.06, 0.14], [0.25, 0.18, -0.02], [0.13, -0.01, 0.12], [0.27, 0.13, 0.48], [0.03, -0.06, -0.07], [-0.17, 0.05, 0.03], [0.00, -0.16, 0.09], [0.02, -0.03, 0.15], [-0.26, 0.01, -0.26], [-0.11, -0.03, 0.21], [0.12, 0.07, -0.02], [0.11, 0.01, -0.02], [0.04, 0.11, -0.08]],
  "homo_lumo_gap_ha": 0.3300
}